Density functional theory data (ωB97M-V with the def2-TZVPD basis set) for a cluster of 2 separate species, C9H15N3S in total in a non-equilibrium geometry.

```
28
Properties=species:S:1:pos:R:3:forces:R:3
S 0.115006 -2.018682 -0.379148 1.0 2.7 -0.2
N 0.095723 -2.464259 1.127084 -0.4 -0.3 -2.5
N 0.021801 -2.915912 -1.590450 -3.1 3.5 1.1
N -1.144479 -0.864558 -0.687542 2.7 -1.9 -0.6
C 3.452608 0.618854 1.080731 1.0 1.5 1.5
C 2.117775 -0.474235 -0.594761 -2.7 -1.4 1.3
C 2.414382 0.422727 -1.585394 -1.1 -0.3 -1.2
C -2.117356 -0.501196 0.266022 -1.1 0.5 0.8
C 3.291598 1.474138 -1.231588 -0.1 -0.6 -0.1
C -1.891442 1.006071 0.649053 -3.1 -1.2 3.3
C -3.505546 -0.789801 -0.428968 -1.1 1.7 1.7
C 2.540669 -0.351803 0.701296 0.5 -1.5 1.3
C 3.810911 1.569862 0.113859 0.8 0.8 -1.6
H -1.925760 -1.258952 1.099933 -0.7 1.4 -0.6
H 1.861764 0.260984 -2.612943 1.6 0.8 1.9
H -1.266304 1.222976 1.472043 1.8 -0.7 0.8
H -3.651383 -0.449788 -1.436811 0.9 0.4 -0.8
H -3.652594 -1.835167 -0.460115 -0.3 -1.2 0.1
H -4.424936 -0.286290 0.030834 1.4 -0.8 0.2
H -1.121791 -0.344720 -1.554773 0.4 -0.4 0.0
H 3.515101 2.101138 -2.125253 0.3 0.1 1.4
H -1.575011 1.600744 -0.105350 0.9 1.5 -2.8
H 3.877463 0.723215 2.199158 -1.1 -0.4 -2.8
H 4.595754 2.374277 0.315044 -1.4 -1.2 -0.1
H -2.737556 1.566363 1.165167 -0.1 -1.1 -1.3
H 2.294880 -1.132097 1.462148 0.1 0.7 -0.7
H 0.649472 -1.820659 1.666842 0.0 0.4 0.3
H 0.556206 -3.672786 -1.729581 2.7 -3.2 -0.1
```
Forces are in eV/Å.

Values from the calculation:
- Molecular weight: 197.31 g/mol
- E_HOMO (alpha / beta): -8.36 / -8.37 eV
- Total charge: 0

Mulliken population analysis, charges in e, atoms 1 to 2: atom 1 (S): 0.85, atom 2 (N): -0.74

---

Density functional theory data (ωB97M-V with the def2-TZVPD basis set) for the ion C9H15NO4P with charge +1 in a non-equilibrium geometry.

```
30
Properties=species:S:1:pos:R:3:forces:R:3
P -2.751311 -0.744720 -0.727908 -1.4 -0.3 0.9
O 1.551708 -0.248513 -1.015664 0.1 0.1 0.3
O -4.021119 -1.043166 -0.059445 0.3 0.0 0.0
O -1.981194 -2.051817 -1.160563 0.3 0.3 -0.3
O -2.894094 0.219418 -1.967186 0.4 -0.3 -0.1
N -0.641823 0.931538 0.184059 -0.2 -0.1 -0.1
C -1.201778 0.378174 2.822674 -0.2 -0.1 -0.2
C -1.662549 0.092550 0.479205 0.2 0.1 0.0
C -0.272145 1.230862 -1.220699 1.0 0.3 -0.1
C 3.093475 -1.812701 -0.106232 0.1 0.3 -0.1
C 2.852410 -0.352970 -0.410484 -0.6 -0.5 -0.1
C -0.187612 1.252999 2.495766 0.0 0.0 -0.4
C -1.947921 -0.196071 1.805472 0.2 0.1 -0.3
C 1.224012 1.043797 -1.446246 -0.3 -0.2 -0.1
C 0.066401 1.510114 1.158386 0.0 0.0 0.9
H -3.610697 -0.126425 -2.523412 -0.1 0.3 -0.2
H 0.405143 1.726564 3.258222 0.1 0.1 0.0
H 2.832494 0.207399 0.527017 0.3 0.3 -0.1
H -2.482181 -2.807396 -0.820795 0.1 -0.2 -0.1
H -0.530740 2.260382 -1.444098 -0.3 0.1 0.0
H -0.769815 0.556616 -1.898689 -0.3 0.0 0.2
H -1.447034 0.134943 3.842348 0.1 0.0 0.2
H 4.147758 -1.950467 0.114326 0.1 -0.2 0.1
H 1.382222 1.147710 -2.521058 0.1 0.1 -0.1
H 2.506041 -2.133768 0.747014 -0.1 -0.1 0.1
H 3.595488 0.031385 -1.105027 0.2 0.2 0.0
H 2.822427 -2.402335 -0.975183 0.1 -0.2 -0.1
H 0.853717 2.196561 0.906207 0.1 0.0 -0.4
H 1.822060 1.821477 -0.970752 0.1 0.0 0.2
H -2.753341 -0.872138 2.032745 -0.2 0.0 -0.1
```
Forces are in eV/Å.

Values from the calculation:
- SMILES: CCOCC[n+]1ccccc1P(=O)(O)O
- Molecular weight: 232.20 g/mol
- E_HOMO: -13.49 eV
- Total charge: +1

Mulliken population analysis, charges in e, atoms 1 to 2: atom 1 (P): 0.63, atom 2 (O): -0.28

---

Density functional theory data (ωB97M-V with the def2-TZVPD basis set) for a structure of composition C9H15O6V in a non-equilibrium geometry.

```
31
Properties=species:S:1:pos:R:3:forces:R:3
V 2.791044 -2.710616 -2.653685 -3.2 7.5 -0.5
O -2.522796 0.514484 3.536105 0.7 2.2 1.2
O -2.305286 -0.382486 5.669395 -0.7 -0.2 -5.1
O 0.581204 0.852374 -4.805845 -0.1 -0.4 -0.7
O 2.455854 1.513884 -3.825165 1.3 0.7 0.1
O 1.687444 -1.556336 -1.120455 2.3 -2.4 -1.9
O 2.682514 -1.536726 -3.769525 0.7 -4.6 3.5
C 1.651524 2.144044 -1.679385 -0.9 0.8 -0.5
C 1.360804 -1.319246 0.251585 -0.1 -0.1 0.2
C -3.146046 -1.261546 2.278395 1.1 -0.7 -1.0
C 1.165584 1.213054 -3.834505 -0.9 -0.1 0.8
C -2.647716 0.205504 2.145135 -1.4 -1.9 1.6
C 2.900824 2.026864 -2.535905 0.2 -1.3 -0.3
C -2.458246 -0.507236 4.424175 0.3 -0.2 3.0
C -2.481086 -1.782766 3.566345 0.0 1.4 1.1
C 0.549024 1.352804 -2.442745 1.9 0.5 -0.5
H -1.714446 0.236374 1.582865 0.3 0.2 0.4
H -2.897496 -2.610066 4.141045 -0.2 0.1 -0.5
H -2.736246 -1.730456 1.383815 -0.5 -0.7 0.0
H 1.830884 -1.922246 1.028445 0.3 -0.6 -0.5
H 1.547684 -0.302476 0.597045 0.2 0.4 -0.7
H -0.397686 1.854064 -2.644175 -0.1 -0.4 0.8
H 0.562454 0.341774 -2.035615 -0.9 0.0 -0.1
H -3.376776 0.877714 1.692695 0.1 0.0 0.2
H 1.770654 1.807284 -0.649575 0.1 0.2 -0.1
H -4.225626 -1.399286 2.338685 0.1 0.3 -0.1
H -1.398776 -1.910256 3.544965 0.2 -0.6 -0.7
H 1.445054 3.213274 -1.726465 -0.5 -0.1 0.6
H 3.599834 1.279844 -2.159795 0.1 0.0 0.1
H 0.286664 -1.468086 0.361915 -0.2 -0.1 -0.2
H 3.439194 2.966494 -2.659775 -0.2 -0.1 -0.2
```
Forces are in eV/Å.

Values from the calculation:
- Multiplicity: 2
- Molecular weight: 270.16 g/mol
- Expectation value of S²: 0.847
- E_HOMO (alpha / beta): -11.93 / -11.93 eV
- Total charge: +1

Mulliken population analysis, charges in e, atoms 1 to 2: atom 1 (V): 1.60, atom 2 (O): -0.34

---

Density functional theory data (ωB97M-V with the def2-TZVPD basis set) for an isolated molecule of C9H15P in a non-equilibrium geometry.

```
25
Properties=species:S:1:pos:R:3:forces:R:3
P 1.027886 0.296390 2.076351 0.9 -1.8 -1.0
C 0.876140 -1.703131 -0.320586 -0.2 0.1 0.0
C 2.535374 -0.524960 1.157986 0.3 0.0 0.0
C -1.114698 2.388236 1.779490 0.0 0.0 -0.1
C -0.503842 -0.194267 -1.798742 -0.1 0.0 0.1
C -0.716459 1.794328 0.435514 0.0 0.0 0.0
C 0.167906 -0.375767 -0.459064 0.0 0.1 -0.3
C 0.105072 0.526123 0.542253 0.0 -0.4 0.0
C -1.737686 -1.090744 -1.937371 0.1 0.1 -0.1
C 1.868892 -1.769905 0.768500 -1.0 2.0 1.5
H -1.457484 -2.141188 -1.928311 0.0 -0.1 0.0
H -1.823209 1.739531 2.289658 -0.1 0.0 0.1
H -1.625564 1.614477 -0.142745 0.1 0.0 -0.1
H 1.893467 -2.617246 1.431986 0.1 -0.2 0.1
H 0.132938 -2.499786 -0.212757 0.1 0.0 -0.1
H -0.114704 2.528652 -0.109412 -0.1 0.0 -0.1
H -2.427605 -0.917305 -1.114652 -0.1 0.0 0.1
H -0.791911 0.843526 -1.958155 0.0 0.0 0.0
H 2.827516 0.099553 0.314791 0.0 0.1 0.0
H -2.254198 -0.886344 -2.872340 -0.1 0.0 -0.1
H 3.352316 -0.662340 1.860715 0.0 0.0 0.0
H -0.244899 2.514226 2.424593 0.0 0.1 0.1
H -1.575096 3.364744 1.634691 0.0 0.0 0.1
H 1.394855 -1.879099 -1.271256 0.0 -0.1 -0.1
H 0.204993 -0.447700 -2.591138 0.0 0.1 0.0
```
Forces are in eV/Å.

Values from the calculation:
- Molecular weight: 154.19 g/mol
- E_HOMO (alpha / beta): -7.13 / -7.13 eV
- Total charge: 0

Mulliken population analysis, charges in e, atoms 1 to 2: atom 1 (P): -0.04, atom 2 (C): -0.16

---

Density functional theory data (ωB97M-V with the def2-TZVPD basis set) for a cluster of 2 separate species, C9H15P in total in a non-equilibrium geometry.

```
25
Properties=species:S:1:pos:R:3:forces:R:3
P 1.588489 0.222888 -0.437001 1.9 1.4 0.1
C -1.824660 0.754123 0.015814 2.9 -2.4 0.7
C 0.437702 -0.060049 0.814436 -4.6 -0.8 1.7
C -4.192821 -0.545294 0.167047 2.7 0.5 -0.4
C -3.056427 0.437710 -0.165275 -0.9 -1.8 0.8
C -0.176887 -1.954114 -0.816238 0.3 -1.1 -1.6
C 0.803487 -1.329334 0.094857 -0.6 1.1 0.4
C 4.236043 1.394813 -0.020758 -1.4 0.3 3.8
C 3.174190 0.462895 0.648830 -0.4 1.2 -0.7
C -2.593961 1.750026 -0.711247 -0.1 1.4 0.4
H -3.640551 -1.465303 0.495300 -0.9 0.6 -0.2
H 0.335512 -2.637895 -1.491400 0.2 -0.1 -0.2
H 2.894404 0.831380 1.653734 0.0 -0.1 -0.6
H 4.447607 1.068862 -0.971012 0.2 0.0 -2.5
H -2.698834 2.644087 -0.154894 -0.8 1.2 0.6
H 0.020699 -0.149443 1.886135 1.4 0.9 -1.8
H -2.541161 1.985802 -1.734736 0.2 -0.3 -1.6
H 1.325531 -2.019017 0.718232 0.5 -0.5 0.5
H -4.711437 -0.081471 0.974565 -0.8 -0.1 0.7
H 3.865207 2.399339 0.195581 0.2 0.2 -1.2
H 5.157448 1.346571 0.556720 0.2 -0.2 0.1
H -4.836348 -0.730804 -0.678150 -0.2 -0.1 -0.2
H 3.643917 -0.461513 0.761763 0.5 -1.9 0.3
H -0.740968 -1.297856 -1.450192 0.0 0.8 -0.1
H -0.916178 -2.566399 -0.352111 -0.5 -0.4 1.0
```
Forces are in eV/Å.

Values from the calculation:
- Molecular weight: 154.19 g/mol
- E_HOMO (alpha / beta): -7.65 / -7.93 eV
- Total charge: 0

Mulliken population analysis, charges in e, atoms 1 to 2: atom 1 (P): -0.13, atom 2 (C): -0.05

---

Density functional theory data (ωB97M-V with the def2-TZVPD basis set) for a structure of composition C9H16BaO7 in a non-equilibrium geometry.

```
33
Properties=species:S:1:pos:R:3:forces:R:3
Ba -7.743490 9.622250 8.365820 -0.3 1.2 -1.4
O -7.267120 10.484560 5.755940 -0.8 1.4 2.9
O -9.877450 11.550330 8.848440 -0.3 0.3 0.9
O -6.839120 10.791230 3.541080 -0.2 -0.6 2.0
O -7.694540 6.785180 7.740400 -1.9 -0.4 0.0
O -4.897240 9.957270 8.369540 0.4 0.3 1.1
O -9.692730 7.754520 7.482290 -0.1 -0.4 0.1
O -5.996650 11.679460 9.242410 -0.2 -0.1 0.2
C -8.983160 6.723300 7.577440 2.2 1.5 0.3
C -9.315740 11.641130 11.188140 -0.2 -0.1 0.4
C -11.216890 12.873510 10.415260 -1.9 2.7 -0.4
C -6.987540 10.125430 4.633370 1.3 -1.0 -4.3
C -9.659670 5.375350 7.575570 0.4 -0.1 -0.2
C -10.434390 11.698130 10.127660 3.0 -3.5 -0.9
C -6.848460 8.584320 4.471980 -0.9 -0.2 -0.5
C -3.906380 11.279090 10.208270 0.3 -0.4 -0.6
C -4.991170 10.928680 9.181290 -1.0 -0.5 -0.2
H -3.140780 10.506800 10.282600 0.2 0.1 -0.2
H -10.649840 13.743660 10.084500 0.1 0.2 -0.3
H -5.870840 8.153120 4.256500 0.3 0.4 0.3
H -8.996470 12.672960 11.334710 0.8 -0.2 0.1
H -7.335910 8.076390 5.304140 0.4 -0.1 0.2
H -9.674660 11.222900 12.128540 -0.4 0.3 0.5
H -9.737140 4.984940 6.560840 -0.2 0.2 -0.2
H -8.528500 10.924770 10.953220 0.4 0.5 -0.5
H -7.447990 8.335350 3.596380 -0.1 -0.1 -0.2
H -10.647710 5.531890 8.008430 0.1 -0.5 0.0
H -4.298140 11.446300 11.211600 -0.3 0.2 -0.2
H -10.965140 10.771970 10.348190 -1.1 -0.3 0.1
H -3.513810 12.211950 9.803580 0.4 0.1 0.4
H -8.992080 4.678830 8.082800 -0.4 -0.1 0.4
H -12.173990 12.899520 9.894310 0.0 -0.1 -0.4
H -11.494350 13.114960 11.441330 0.3 -0.6 0.5
```
Forces are in eV/Å.

Values from the calculation:
- Molecular weight: 373.55 g/mol
- E_HOMO: -1.39 eV
- Total charge: -2

Mulliken population analysis, charges in e, atoms 1 to 2: atom 1 (Ba): 1.82, atom 2 (O): -0.47

---

Density functional theory data (ωB97M-V with the def2-TZVPD basis set) for an isolated molecule of C9H16BrO6P in a non-equilibrium geometry.

```
33
Properties=species:S:1:pos:R:3:forces:R:3
Br 3.531376 2.613212 -1.178245 0.0 -0.1 0.1
P 1.330411 -1.381292 1.328767 0.1 -0.3 1.4
O 2.832778 -1.784515 0.714541 -0.9 -0.1 -0.1
O 0.309626 -0.979054 -2.142099 -1.9 -1.4 -1.2
O -2.398062 0.982947 0.364966 0.0 -1.0 0.1
O 1.758549 3.440020 0.723055 -1.7 3.1 0.7
O 0.731534 0.602828 -0.705012 0.8 0.0 0.4
O 2.401207 -0.448478 -1.923706 0.7 1.0 0.5
C -2.415459 0.299003 -0.880021 -0.3 0.7 -1.0
C 2.254748 1.179965 1.109447 0.7 -1.0 -0.2
C 1.117979 -0.318886 -1.592957 -0.1 0.2 -0.1
C 0.980664 0.345819 0.712501 0.6 1.5 -0.3
C 2.335128 2.509880 0.381537 1.1 -2.7 -0.3
C -0.184444 1.038920 1.469742 -0.3 -1.0 -0.4
C -1.577507 0.380546 1.351268 -0.2 1.0 0.7
C -3.803042 0.323060 -1.526693 0.6 -0.4 0.3
C 0.210289 -2.640251 0.543932 0.9 0.1 -0.7
H -1.728007 0.827309 -1.548697 0.1 -0.3 0.0
H 3.188912 0.632261 0.954800 -0.2 -0.1 -0.2
H 2.748804 -2.494474 0.063179 0.2 0.3 -0.1
H -4.519558 -0.212316 -0.899641 -0.1 0.3 0.0
H -1.546503 -0.709337 1.273687 0.0 0.1 -0.2
H -3.712894 -0.251778 -2.453886 -0.1 0.2 -0.1
H -0.693211 -2.239404 0.092779 -0.1 0.0 0.3
H -0.292816 2.064858 1.112314 0.2 -0.1 -0.1
H 0.088148 1.114144 2.524537 0.0 -0.2 -0.1
H -2.086160 -0.742538 -0.834105 0.1 0.1 0.4
H 2.177204 1.357178 2.182810 0.1 0.3 -0.1
H 0.754036 -3.128868 -0.277206 -0.1 0.1 0.0
H 0.030975 -3.419705 1.283380 -0.3 0.2 0.1
H 2.378556 -0.904138 -2.776533 0.1 -0.2 0.1
H -2.091278 0.598729 2.295420 0.1 -0.1 -0.1
H -4.111983 1.344358 -1.743861 -0.2 -0.1 0.1
```
Forces are in eV/Å.

Values from the calculation:
- SMILES: CCOCC[C@](CC(=O)Br)(OC(=O)O)P(C)O
- Molecular weight: 331.10 g/mol
- E_HOMO: -9.03 eV
- Total charge: 0

Mulliken population analysis, charges in e, atoms 1 to 2: atom 1 (Br): -0.21, atom 2 (P): 0.03

---

Density functional theory data (ωB97M-V with the def2-TZVPD basis set) for a cluster of 4 separate species, C9H16ClF8O3S2 in total in a non-equilibrium geometry.

```
39
Properties=species:S:1:pos:R:3:forces:R:3
Cl 1.193076 -1.305704 2.580737 0.1 0.2 -0.4
S 1.091356 1.761026 4.715937 -3.0 -1.4 0.1
S 3.512356 1.468386 -1.319173 -1.4 -2.5 -0.5
F -3.325084 -4.207834 -4.281763 -0.1 0.2 -0.6
F -1.913334 0.482546 -2.183713 -1.0 1.4 -0.6
F -3.260924 -1.994474 -4.461893 -0.8 0.0 0.5
F -3.025364 -4.110144 -1.610143 2.2 -2.5 1.2
F -4.822534 -3.274084 -2.149233 -2.9 -0.3 -1.0
F -2.507814 0.296716 -0.036943 -0.3 1.4 0.1
F 0.639256 -0.462154 -1.432533 1.5 0.0 -4.1
F 0.119356 1.317706 -0.176633 -0.5 1.2 -1.3
O -1.952334 -1.464584 -1.185833 0.5 0.3 -0.9
O 2.158306 1.715006 -1.940713 1.2 0.5 0.4
O 0.204826 0.647296 5.263867 1.4 1.2 0.2
C 0.222196 2.072756 3.102447 0.9 1.3 0.5
C -1.687074 -0.095024 -0.999983 0.6 -2.4 -1.3
C -0.220604 0.102676 -0.654183 -0.1 -2.2 6.0
C 3.314936 -0.012264 -0.137603 1.0 1.5 -0.2
C 0.483846 3.234446 5.633137 0.3 0.7 0.2
C -3.524874 -3.125684 -2.254463 0.6 5.1 -0.8
C -3.303344 -1.764204 -1.562763 -0.2 -0.2 2.5
C 4.343266 0.553186 -2.690153 0.1 0.3 0.0
C -2.960544 -3.036774 -3.671743 1.1 -2.0 0.0
H -1.875654 -3.050554 -3.567313 0.1 0.0 0.0
H 0.015476 -0.518774 0.209627 -1.4 -0.2 1.1
H 2.606296 0.290426 0.633317 -0.4 -0.4 -0.3
H 5.308236 0.090726 -2.482653 0.1 0.4 0.3
H -0.503664 3.587186 5.335647 -0.1 -0.5 -0.1
H 3.720626 -0.235264 -3.112963 -0.5 0.2 0.4
H -0.388654 1.192946 2.900217 0.6 -0.1 -0.1
H 0.486006 2.981026 6.693267 -0.1 -0.3 -0.1
H -3.816594 -1.916534 -0.613313 -0.2 -0.2 0.2
H 4.426386 1.337616 -3.442383 0.3 -0.1 -0.1
H -0.384504 2.975956 3.167587 -0.3 -0.1 0.3
H 4.268136 -0.052464 0.389547 0.2 -0.1 0.0
H 1.005256 2.353936 2.398267 -0.2 -0.7 -0.5
H 3.146396 -0.975244 -0.619633 -0.4 0.4 -0.1
H -3.916114 -0.973884 -1.996373 0.7 0.1 -0.8
H 1.123416 4.114076 5.560507 0.4 -0.1 -0.4
```
Forces are in eV/Å.

Values from the calculation:
- Molecular weight: 423.79 g/mol
- E_HOMO: -4.20 eV
- Total charge: -1

Mulliken population analysis, charges in e, atoms 1 to 2: atom 1 (Cl): -0.81, atom 2 (S): 0.46